# 1
Here is a cluster of 9 separate species, C24H56N9O11 in total at a distorted geometry from the Open Molecules 2025 dataset. Energies are from ωB97M-V/def2-TZVPD.

Geometry as XYZ:
```
100
Properties=species:S:1:pos:R:3:forces:R:3:mulliken_charge:R:1
N -5.95871 9.04620 -16.34024 2.12 -0.50 0.09 0.43
O -4.94918 9.30830 -17.06360 -1.40 0.49 -0.08 -0.12
O -7.09223 9.51621 -16.62082 0.21 -0.24 0.26 -0.86
O -5.74175 8.31904 -15.34904 -1.19 0.70 -0.36 -0.73
C -0.72937 10.99532 -19.16089 0.70 0.62 0.27 -1.34
C -1.84676 10.74649 -18.17109 0.04 -1.20 1.22 0.86
O -1.65269 9.97182 -17.24595 0.38 0.33 -0.39 -0.56
N -3.05746 11.32874 -18.30421 -0.33 1.44 -1.10 0.41
C -3.36343 12.34160 -19.33096 -0.38 -0.31 1.05 -1.23
H -0.47455 10.07353 -19.68146 -0.38 0.04 -0.26 0.22
H 0.17105 11.20424 -18.57551 -0.16 -0.09 0.22 0.36
H -0.81740 11.86276 -19.81425 -0.36 -0.31 -0.32 0.39
H -3.76727 11.09721 -17.61927 0.19 -0.42 -0.01 -0.17
H -2.60527 13.12428 -19.32411 0.24 -0.22 -0.54 0.45
H -4.26492 12.89346 -19.05938 -0.17 -0.36 0.09 0.19
H -3.56503 11.86466 -20.28770 0.31 0.38 -0.27 0.35
C -11.70511 13.25878 -17.08292 0.17 -0.52 -0.02 -1.17
C -10.22530 13.02967 -17.35665 -1.00 -0.72 -0.42 0.66
O -9.77877 13.05474 -18.49676 0.11 0.50 -0.12 -0.75
N -9.50861 12.66169 -16.29597 0.33 0.71 0.39 -0.11
C -8.06252 12.60667 -16.33282 0.34 -1.02 0.04 -0.26
H -12.27729 12.95556 -17.95638 0.08 0.24 -0.12 0.33
H -11.90819 14.29793 -16.83253 -0.03 0.00 0.02 0.26
H -12.01568 12.59261 -16.27560 -0.09 0.27 0.18 0.35
H -9.97135 12.61455 -15.40766 0.00 0.02 0.07 0.25
H -7.68230 13.11899 -17.21166 -0.06 0.19 0.09 -0.02
H -7.73898 11.56639 -16.38673 0.10 -0.08 -0.21 0.04
H -7.62172 12.98809 -15.41979 -0.16 0.44 0.07 0.34
C -5.69386 3.96853 -17.06512 -0.63 0.03 -1.27 -1.35
C -5.60863 5.39028 -17.58972 0.91 0.72 0.80 0.74
O -4.75923 6.16479 -17.21214 -0.21 -0.32 -0.44 -0.47
N -6.59163 5.74717 -18.47507 -0.05 -0.44 0.00 -0.14
C -6.64537 7.04318 -19.10344 -0.03 -0.06 -0.77 -0.20
H -6.31914 3.98847 -16.17668 0.17 -0.27 0.14 0.14
H -4.71852 3.51879 -16.92035 0.10 0.33 0.42 0.29
H -6.17812 3.39500 -17.86690 -0.18 -0.30 0.39 0.49
H -7.30143 5.05970 -18.65087 -0.09 0.14 -0.20 0.18
H -7.56883 7.57234 -18.87224 0.14 0.20 0.24 0.32
H -6.58382 6.95094 -20.19690 -0.17 -0.18 0.01 0.34
H -5.75818 7.61284 -18.84613 -0.15 0.07 0.57 -0.40
C -2.03962 6.23024 -20.59722 -0.23 1.03 -0.73 -1.57
C -2.51272 7.09901 -19.44925 0.05 -0.67 1.82 0.77
O -2.18359 6.87146 -18.29796 0.68 -0.39 -0.55 -0.54
N -3.40456 8.08820 -19.66572 -0.42 1.08 -1.04 1.12
C -3.75883 8.61702 -20.98588 -0.17 -1.00 0.97 -0.88
H -1.50910 5.35900 -20.23713 -0.17 -0.08 0.16 0.36
H -1.36621 6.81227 -21.23790 0.11 -0.04 0.09 0.33
H -2.88386 5.99716 -21.25189 0.04 -0.38 0.12 0.34
H -3.66988 8.61652 -18.83748 0.10 -0.22 0.07 -0.52
H -2.85229 8.86408 -21.53677 -0.21 0.26 -0.33 0.30
H -4.43444 9.45848 -20.86210 0.32 0.23 -0.02 0.01
H -4.34865 7.84832 -21.49535 0.19 0.11 -0.44 0.36
C -3.24385 8.85971 -9.72745 -0.75 0.56 1.04 -1.37
C -4.04006 8.90279 -11.00523 0.90 -0.83 -0.74 0.81
O -3.56999 8.48575 -12.04210 -0.09 0.13 0.16 -0.51
N -5.28667 9.43202 -10.92563 0.02 -0.04 -0.12 -0.18
C -6.10099 9.61717 -12.11386 -1.27 0.29 0.92 -0.58
H -3.90588 8.60069 -8.89038 0.12 -0.04 -0.01 0.40
H -2.89516 9.87407 -9.51009 0.20 -0.10 -0.05 0.30
H -2.41423 8.16489 -9.72899 0.02 -0.02 -0.42 0.31
H -5.65313 9.65232 -10.01927 -0.10 0.11 -0.02 0.20
H -7.13740 9.36083 -11.85482 0.10 -0.32 -0.06 0.41
H -5.79465 8.98859 -12.94412 0.42 0.27 -0.06 0.02
H -6.19066 10.68177 -12.34257 0.50 -0.08 -0.45 0.25
C -7.30186 14.72247 -20.18127 -0.76 0.96 0.62 -1.15
C -6.72773 13.36565 -20.50791 0.54 1.13 -0.41 0.70
O -5.81364 13.26882 -21.32593 -0.26 -0.52 0.34 -0.69
N -7.26458 12.39471 -19.77107 -0.01 -1.36 0.35 0.30
C -6.87676 10.98820 -19.80520 0.13 -0.19 -0.48 -0.75
H -7.41808 14.86697 -19.10201 0.07 -0.27 0.01 0.21
H -8.31750 14.86650 -20.56116 0.07 -0.23 -0.21 0.30
H -6.70767 15.57098 -20.51330 0.27 -0.36 -0.38 0.37
H -8.16289 12.53096 -19.30226 0.40 0.54 -0.07 0.21
H -7.66734 10.44568 -20.33070 0.04 -0.31 0.28 0.45
H -6.68818 10.58874 -18.80656 -0.39 0.03 0.07 0.22
H -5.96049 10.79306 -20.36049 -0.02 0.59 -0.15 -0.04
C -6.24857 3.81290 -13.34779 0.08 1.08 -0.16 -1.68
C -5.94657 5.25678 -13.76243 1.14 0.12 -0.78 0.94
O -4.83412 5.56527 -14.15264 0.08 -0.62 0.44 -0.53
N -6.90734 6.20746 -13.77002 -0.55 -0.41 0.47 0.33
C -8.28540 6.01432 -13.40748 -0.39 0.38 -0.02 -1.09
H -7.03323 3.42202 -13.99502 -0.19 -0.24 0.34 0.41
H -6.50851 3.83084 -12.28915 -0.27 -0.43 -0.04 0.48
H -5.32418 3.27047 -13.51276 -0.02 -0.09 0.08 0.32
H -6.55790 7.09413 -14.14070 -0.35 -0.04 -0.21 0.13
H -8.97344 6.16463 -14.24531 0.11 0.07 -0.15 0.31
H -8.59655 6.71628 -12.62825 0.03 0.02 0.07 0.27
H -8.49511 5.01487 -13.03059 0.32 -0.06 0.03 0.41
C -5.32131 11.85262 -14.78206 1.07 1.65 0.12 -0.65
C -3.93931 11.51376 -14.19200 -1.08 -1.38 -0.75 0.44
O -3.43958 10.42682 -14.31439 0.19 -0.01 0.19 -0.43
N -3.33145 12.51374 -13.49835 0.38 1.02 0.66 -0.24
C -2.01945 12.33424 -12.93989 1.19 0.01 0.26 -0.83
H -6.18756 11.31226 -14.42116 0.31 -0.44 0.15 0.13
H -5.28063 11.79057 -15.86863 0.01 -0.33 -0.01 0.03
H -5.44225 12.91921 -14.53935 -0.52 -0.09 -0.15 0.39
H -3.56541 13.47345 -13.68030 -0.36 -0.10 -0.08 0.27
H -1.23114 12.14313 -13.67506 -0.27 -0.21 -0.23 0.29
H -1.94667 11.53295 -12.20450 -0.40 -0.19 -0.18 0.15
H -1.68684 13.23578 -12.41763 -0.40 0.14 -0.04 0.37
```
Positions in Å, forces in eV/Å.

Properties
total charge: -1
Kohn-Sham gap: 7.5 eV
maximum force: 2.18 eV/A
HOMO level: -0.1926 Ha

***

# 2
Here is a structure of composition C39H33AsCl3F10N6O9SSi2TeTi at a distorted geometry from the Open Molecules 2025 dataset. Energies are from ωB97M-V/def2-TZVPD.

Geometry as XYZ:
```
106
Properties=species:S:1:pos:R:3:forces:R:3:mulliken_charge:R:1
Ti 0.30467 -1.96420 0.67738 2.44 -0.63 1.92 0.75
C -4.35336 2.01769 -6.01310 0.02 0.00 0.06 -1.56
C -3.34846 1.72085 -4.93196 -0.03 0.04 -0.04 1.18
C -2.01743 2.10144 -5.06598 0.00 0.01 0.03 -0.91
C -1.08985 1.81988 -4.07359 -0.04 0.00 0.04 -0.76
C -1.49515 1.16416 -2.91741 0.16 -0.22 -0.22 0.18
C -2.82100 0.79471 -2.76307 -0.07 0.04 0.00 -0.73
C -3.73595 1.06686 -3.76653 0.04 -0.01 0.05 -1.38
S -0.23686 0.78287 -1.70524 -0.14 0.44 0.50 0.97
O -0.57876 1.57234 -0.53058 -0.22 0.36 -0.04 -0.39
O 0.99530 1.07197 -2.38127 0.04 -0.01 0.02 -0.83
N -0.35545 -0.71156 -1.19768 0.25 -0.64 -0.72 1.69
C 0.26637 -1.66346 -1.99868 -0.02 -0.15 -0.48 0.27
C 0.21166 -1.75173 -3.39199 -0.05 -0.03 0.01 -0.81
C 0.78432 -2.84504 -3.99919 0.02 0.00 0.04 -0.65
C 1.38044 -3.84306 -3.22836 -0.01 0.02 -0.03 -1.23
C 1.39159 -3.68906 -1.86446 0.24 -0.08 0.21 -0.65
N 0.89240 -2.59755 -1.27688 -0.46 0.19 -0.25 0.81
H -3.86016 2.23577 -6.95998 -0.01 0.00 -0.01 0.38
H -4.96320 2.88322 -5.74418 -0.01 0.00 -0.02 0.28
H -5.02757 1.17322 -6.15874 -0.01 0.01 -0.02 0.37
H -1.69409 2.61148 -5.96625 0.00 0.00 -0.01 0.34
H -0.04909 2.08965 -4.18502 0.00 -0.01 -0.02 0.56
H -3.16588 0.27037 -1.88791 0.06 0.02 0.00 0.63
H -4.75858 0.73089 -3.63855 -0.02 0.04 -0.03 0.45
H -0.32192 -1.00330 -3.95900 0.05 0.02 -0.03 0.45
H 0.74699 -2.94187 -5.07706 0.01 0.00 0.00 0.45
H 1.83644 -4.71344 -3.67479 0.01 0.01 0.00 0.43
H 1.81933 -4.42818 -1.19991 0.01 0.03 0.02 0.66
O 1.23017 -5.52476 5.65517 0.00 0.02 -0.01 -0.62
C 1.14116 -4.80946 4.69182 0.01 -0.05 0.03 0.52
C 0.85298 -5.25727 3.25755 0.13 -0.05 -0.14 -0.32
O 0.74201 -6.40901 2.88476 -0.09 0.01 0.03 -0.70
C 0.79247 -4.01741 2.51717 -0.12 -0.02 0.25 0.83
C 1.08937 -2.89782 3.28429 0.35 -0.14 -0.26 0.65
O 1.15335 -1.77284 2.70553 -0.39 -0.15 -0.46 -0.12
C 1.29517 -3.28398 4.69262 -0.04 0.08 0.06 -0.35
O 1.50244 -2.59188 5.66105 0.03 -0.04 -0.02 -0.65
O 0.49449 -3.79384 1.25911 -0.18 0.40 -0.44 -0.36
F -0.99083 -1.26662 1.64541 -0.74 0.19 0.04 0.00
As -2.93133 -1.98606 -0.35128 -1.17 -1.28 -0.25 0.80
F -2.56635 -2.02720 -2.06328 0.27 0.47 0.20 -0.36
F -4.44748 -1.10243 -0.79317 0.29 -0.01 0.43 -0.42
F -3.85555 -3.42597 -0.64833 0.31 -0.13 -0.21 -0.52
F -3.21584 -2.48194 1.34244 -0.04 0.87 -0.11 -0.42
F -1.36567 -3.00304 -0.15142 -0.98 1.04 -0.17 -0.43
F 6.29674 -1.67950 -3.39357 -0.02 0.01 -0.01 -0.36
C 6.60896 -1.13698 -2.21020 0.06 -0.01 0.02 -0.07
C 7.52415 -0.12954 -2.19395 0.01 -0.05 0.02 0.18
F 8.06399 0.24001 -3.36355 -0.02 0.02 -0.01 -0.35
C 7.91608 0.54856 -1.00960 0.03 0.05 0.00 0.29
C 7.27040 0.06613 0.16123 -0.02 -0.01 -0.03 0.49
C 6.34959 -0.93518 0.14311 -0.02 0.02 -0.02 0.46
F 5.85228 -1.35678 1.30684 -0.01 0.02 0.01 -0.44
C 5.94498 -1.59532 -1.04631 -0.06 -0.03 0.03 0.90
C 4.96402 -2.61118 -1.05668 -0.01 0.06 -0.04 0.39
C 3.99866 -2.74870 -0.02677 0.04 -0.05 0.07 -0.27
N 3.15834 -2.87601 0.75335 0.22 -0.11 -0.06 -0.34
C 4.84400 -3.54961 -2.11629 0.11 0.05 -0.05 -0.13
N 4.76841 -4.35006 -2.94460 -0.09 -0.02 0.02 -0.68
F 7.60937 0.58716 1.34497 -0.01 0.00 0.01 -0.37
C 8.86529 1.58924 -0.99582 0.01 0.02 0.00 0.56
C 9.59158 2.00996 -2.14514 0.01 -0.04 0.00 0.06
N 10.23533 2.39227 -3.02304 -0.01 0.02 0.00 -0.68
C 9.21694 2.32770 0.16921 0.01 -0.01 0.00 0.10
N 9.56464 2.97843 1.05583 0.00 -0.01 0.01 -0.66
C -1.51562 4.65527 -0.63055 0.06 -0.11 -0.01 -0.61
Si -2.58272 4.09242 0.79318 -0.18 0.25 -0.03 0.37
C -3.91727 5.39907 1.04743 0.00 -0.01 0.02 -1.22
C -1.64366 3.93289 2.40427 0.06 -0.24 -0.10 -0.72
C -3.52299 2.50089 0.31559 0.27 -0.11 -0.25 -0.69
Te -2.60758 0.74759 1.10073 -0.30 -1.30 -0.36 -0.47
C -4.42751 -0.02419 1.91590 0.36 0.14 0.84 -0.84
Si -4.16153 -0.35407 3.77314 -0.44 0.34 0.09 0.22
C -5.67146 -1.33363 4.31033 0.08 -0.03 0.05 -1.17
C -4.18846 1.35334 4.57604 0.01 -0.08 -0.01 -0.92
C -2.59770 -1.22540 4.27296 0.01 -0.07 -0.25 -0.89
H -0.81610 5.43137 -0.31197 -0.04 0.04 0.01 0.38
H -2.13665 5.05923 -1.43436 -0.01 0.00 0.00 0.29
H -0.93118 3.82618 -1.02775 0.04 0.01 0.02 -0.02
H -3.44943 6.36649 1.24959 -0.02 0.01 0.01 0.31
H -4.56416 5.15848 1.89465 0.00 -0.01 0.00 0.30
H -4.54695 5.51240 0.16171 0.01 -0.01 -0.01 0.32
H -0.91298 4.73958 2.49269 -0.04 0.04 0.00 0.38
H -1.08279 2.99637 2.48067 0.08 0.05 -0.01 0.15
H -2.32545 3.99498 3.25607 0.01 -0.01 0.01 0.29
H -3.54380 2.42798 -0.77464 -0.06 0.01 0.01 0.15
H -4.54626 2.49414 0.68892 -0.02 0.02 -0.04 0.83
H -4.68567 -0.95414 1.43350 -0.07 0.11 -0.13 0.55
H -5.22251 0.70326 1.75541 0.03 0.06 0.01 0.69
H -6.58531 -0.74364 4.20972 0.00 0.00 -0.02 0.30
H -5.58889 -1.66220 5.34889 -0.02 0.00 0.00 0.35
H -5.76768 -2.22210 3.68201 -0.02 -0.02 0.03 0.33
H -5.13828 1.86459 4.39805 0.00 0.00 -0.01 0.27
H -3.38692 1.97738 4.16888 0.01 0.00 0.04 0.12
H -4.03492 1.28886 5.65544 0.01 0.01 0.00 0.39
H -2.54949 -2.21999 3.82722 0.04 -0.01 0.01 0.22
H -2.58496 -1.33170 5.36053 -0.02 0.02 0.01 0.57
H -1.69194 -0.69316 3.97429 0.01 0.00 0.02 0.24
Cl 3.97708 1.18957 2.24108 0.00 0.03 0.00 -0.16
C 2.79988 1.52244 0.94785 0.15 -0.19 0.10 1.06
Cl 2.29050 3.21694 1.03828 -0.04 0.01 -0.05 -0.16
Cl 3.56787 1.22295 -0.61040 0.05 -0.02 0.01 -0.08
C 1.57835 0.58443 1.24504 -0.01 0.12 0.24 0.04
O 0.80382 0.93547 2.09950 -0.08 0.12 -0.21 -0.58
O 1.59022 -0.50432 0.55166 -0.08 0.21 0.04 -0.12
```
Positions in Å, forces in eV/Å.

Properties
multiplicity: 2
total charge: -2
Kohn-Sham gap (alpha / beta): 4.3 / 4.6 eV
maximum force: 3.17 eV/A
HOMO level (alpha / beta): -0.1206 / -0.1320 Ha
expectation value of S²: 0.79